(i)
The following is a quantum chemistry calculation of 7 unconnected molecules or ions with the total composition C28H77N7O7, from the Open Molecules 2025 dataset.

The geometry in XYZ format:
```
119
Properties=species:S:1:pos:R:3:mulliken_spin:R:1
C -4.90095 -1.56636 -2.63710 -0.06
C -5.25341 -0.24219 -3.34022 -0.06
C -6.25556 -0.35866 -4.59527 0.17
O -6.51632 1.07899 -5.00675 -0.11
C -7.57205 1.24823 -5.87177 0.10
N -5.76735 0.75146 -2.35813 0.04
H -4.66399 -1.43530 -1.58127 0.03
H -3.96985 -1.96352 -3.04135 0.11
H -5.55740 -2.43651 -2.63408 -0.10
H -4.34769 0.25505 -3.68742 -0.01
H -7.19229 -0.88954 -4.42556 -0.02
H -5.75571 -0.85200 -5.42884 -0.01
H -8.48591 1.58815 -5.38453 -0.01
H -7.79717 0.36615 -6.47124 0.00
H -7.32067 2.05428 -6.56113 -0.01
H -6.16723 1.40090 -3.02026 0.01
H -6.54691 0.41465 -1.81136 -0.03
C -6.32055 4.23026 0.07837 0.10
C -5.31644 4.96774 0.95602 -0.12
C -4.04576 4.20293 1.60451 0.24
O -2.97997 3.90424 0.61152 -0.20
C -2.07132 2.86354 1.08162 -0.21
N -4.83534 6.12393 0.23042 0.03
H -5.86099 3.53832 -0.62740 -0.01
H -6.91809 4.93364 -0.50155 -0.01
H -6.88465 3.63770 0.79863 0.00
H -5.92560 5.36706 1.76692 -0.05
H -4.35671 3.23762 2.00399 -0.01
H -3.50677 4.74268 2.38315 0.05
H -1.08721 3.00043 0.63341 0.11
H -2.44562 1.89259 0.75721 0.10
H -1.91607 2.74438 2.15391 0.11
H -4.65142 6.82656 0.93227 0.00
H -3.88303 5.86127 0.02016 0.00
C 7.33116 -3.56321 3.28408 0.17
C 5.99616 -2.83519 3.50141 0.18
C 5.50023 -2.20124 2.15427 -0.27
O 6.42830 -1.13304 1.81376 -0.14
C 6.06529 -0.40382 0.64492 0.12
N 4.97294 -3.73545 4.06387 0.16
H 8.18136 -2.89612 3.42641 0.01
H 7.38019 -4.20562 2.40486 -0.02
H 7.44237 -4.24559 4.12675 -0.07
H 6.05926 -1.89904 4.05616 -0.10
H 4.49191 -1.79903 2.25231 0.29
H 5.50486 -2.99986 1.41246 0.02
H 5.00845 -0.15708 0.74650 0.05
H 6.19187 -1.12851 -0.15938 -0.01
H 6.64081 0.50383 0.46311 0.01
H 5.21775 -3.89642 5.03045 -0.11
H 4.96165 -4.60714 3.55384 -0.12
C 2.33738 -2.20427 -7.09291 0.00
C 0.83037 -1.75306 -7.04645 0.05
C 0.23226 -1.74103 -5.63732 -0.06
O 0.27803 -3.01095 -5.00678 -0.13
C -0.66902 -3.22454 -4.03758 0.07
N 0.74846 -0.46501 -7.68075 -0.02
H 3.06408 -1.51125 -6.66895 0.00
H 2.56669 -2.45085 -8.12959 -0.01
H 2.51173 -3.17692 -6.63283 0.00
H 0.22143 -2.43440 -7.64066 0.04
H -0.73980 -1.24794 -5.62963 0.07
H 0.93734 -1.08456 -5.12740 0.04
H -0.74891 -2.55152 -3.18391 0.06
H -0.29643 -4.18475 -3.68082 0.01
H -1.72237 -3.29218 -4.30957 -0.02
H 0.61610 -0.59046 -8.67416 -0.01
H -0.17382 -0.08474 -7.52298 -0.01
C -2.10626 -1.57142 -0.13629 0.01
C -0.80408 -0.96047 0.27472 -0.70
C -0.69440 -0.67448 1.81381 0.98
O 0.44524 0.07823 2.07190 -0.62
C 1.48749 -0.47965 2.90967 0.43
N 0.20181 -1.91702 -0.01882 0.02
H -2.36260 -2.53711 0.29943 0.00
H -1.90104 -1.84932 -1.17011 0.33
H -2.97417 -0.91932 -0.03828 -0.09
H -0.52943 -0.09731 -0.33159 -0.01
H -0.70031 -1.63285 2.33302 0.08
H -1.49427 -0.07865 2.25345 0.09
H 2.03770 -1.31026 2.46757 -0.13
H 1.10335 -0.88121 3.84737 -0.05
H 2.26790 0.26169 3.08134 0.00
H 0.03219 -2.71670 0.57435 -0.16
H 1.11434 -1.50978 0.12793 0.11
C 3.96650 -2.45171 -1.76106 -0.04
C 2.76074 -1.68082 -2.34022 -0.05
C 2.93575 -0.23533 -1.81922 -0.23
O 1.94935 0.69432 -2.33117 -0.06
C 1.91256 1.84222 -1.50889 0.16
N 2.96839 -1.73661 -3.73755 -0.01
H 4.99083 -2.16199 -1.99537 0.03
H 3.97019 -3.50179 -2.05330 -0.02
H 3.98679 -2.53163 -0.67418 0.08
H 1.74941 -2.00189 -2.09079 -0.03
H 3.92236 0.13545 -2.09709 -0.01
H 2.96637 -0.16676 -0.73182 0.17
H 1.56677 2.70561 -2.07731 -0.01
H 2.96039 2.10263 -1.35947 -0.01
H 1.36173 1.73991 -0.57389 0.01
H 2.43782 -2.40892 -4.27291 0.01
H 2.68205 -0.87840 -4.18653 0.01
C 0.23843 1.57470 6.36586 0.26
C 1.64678 1.22900 6.93906 -0.06
C 1.93831 2.11858 8.21897 0.12
O 1.84662 3.46578 8.03433 -0.18
C 0.78278 4.12305 8.70384 0.10
N 1.73760 -0.14807 7.45159 0.10
H -0.06286 2.59206 6.11622 -0.08
H -0.61688 1.24491 6.95559 0.07
H -0.00143 1.06513 5.43264 -0.09
H 2.44739 1.41868 6.22411 0.11
H 2.93158 1.99473 8.65046 0.05
H 1.26825 1.85340 9.03677 0.02
H -0.18312 3.67368 8.47319 -0.01
H 0.66008 5.13146 8.30867 -0.02
H 0.94229 4.07957 9.78122 0.01
H 2.64471 -0.55884 7.62043 -0.13
H 1.27595 -0.80419 6.83800 -0.03
```

Calculated values
- net charge = -1
- ⟨S²⟩ = 0.75
- LUMO (spin up / spin down) (eV) = 2.18 / 2.17
- spin multiplicity = 2

(ii)
The following is a quantum chemistry calculation of 7 unconnected molecules or ions with the total composition C28H77N7O7, from the Open Molecules 2025 dataset.

The geometry in XYZ format:
```
119
Properties=species:S:1:pos:R:3:mulliken_spin:R:1
C 2.82800 -5.52784 -5.63600 0.01
C 3.80244 -5.52173 -4.44422 -0.02
C 3.38090 -4.75130 -3.06096 0.05
O 2.86798 -3.45840 -3.41302 -0.08
C 2.26157 -2.79873 -2.27352 -0.06
N 4.10476 -6.84516 -4.11942 0.00
H 3.19478 -5.98347 -6.55577 0.00
H 2.63104 -4.48110 -5.86762 0.00
H 1.89086 -6.03108 -5.39807 0.00
H 4.69629 -4.97219 -4.73942 0.00
H 4.25417 -4.70276 -2.41045 0.06
H 2.63804 -5.36366 -2.54982 0.01
H 1.32368 -3.28460 -2.00446 -0.01
H 2.16517 -1.73774 -2.50397 0.04
H 2.94710 -2.88912 -1.43092 0.05
H 4.35463 -6.94708 -3.14614 0.00
H 3.27736 -7.42416 -4.10327 0.00
C 4.15793 2.15998 2.19862 0.20
C 4.64240 0.88303 1.48989 -0.99
C 5.48123 1.14980 0.25336 0.42
O 4.80351 1.88488 -0.74883 -0.28
C 4.00761 1.04485 -1.60050 0.26
N 5.38985 0.05932 2.42261 0.13
H 3.71564 2.91536 1.54909 0.10
H 5.07018 2.72693 2.38427 -0.18
H 3.43858 1.93525 2.98610 0.28
H 3.75598 0.32115 1.19553 0.26
H 6.00728 0.25280 -0.07339 0.16
H 6.22309 1.83775 0.65891 -0.04
H 3.57590 1.62472 -2.41627 -0.07
H 3.20557 0.49700 -1.10584 -0.05
H 4.61876 0.27517 -2.07188 0.05
H 6.38133 0.22865 2.51430 -0.03
H 5.30407 -0.87475 2.04810 -0.06
C -4.15869 6.10910 -2.23358 0.04
C -3.23968 5.02194 -1.77863 -0.18
C -1.98575 5.63855 -1.17632 0.22
O -1.19988 4.53352 -0.79254 -0.63
C -0.22755 4.97409 0.18535 1.13
N -4.04769 4.30894 -0.76196 0.03
H -3.62131 6.73237 -2.94833 0.00
H -4.47882 6.80260 -1.45597 -0.02
H -5.10013 5.74492 -2.64487 0.01
H -3.02930 4.26565 -2.53485 0.03
H -2.27604 6.31462 -0.37211 0.07
H -1.49878 6.18036 -1.98713 -0.03
H 0.60971 4.28880 0.05315 0.02
H -0.45461 4.83598 1.24245 -0.08
H 0.17876 5.96682 -0.00828 -0.19
H -3.67739 3.37105 -0.70416 0.01
H -3.80923 4.67881 0.14712 0.00
C 6.24710 -3.62133 1.20858 0.08
C 5.24645 -4.54325 1.90392 0.01
C 4.40776 -3.84126 3.05656 0.05
O 3.62808 -2.79267 2.49749 -0.54
C 3.00835 -1.94384 3.46542 1.00
N 4.40735 -4.95115 0.82424 -0.03
H 5.75799 -2.82998 0.64057 0.06
H 6.86251 -4.13671 0.47120 -0.05
H 6.89186 -3.14154 1.94493 -0.04
H 5.75292 -5.44075 2.25899 -0.05
H 5.17164 -3.53866 3.77282 0.02
H 3.82943 -4.60189 3.58103 0.00
H 2.59134 -1.05141 2.99877 -0.14
H 3.75023 -1.63297 4.20100 0.01
H 2.21308 -2.43438 4.02669 -0.04
H 3.63226 -5.46127 1.22314 -0.02
H 3.86715 -4.12655 0.60442 -0.01
C -2.37146 1.28894 -1.88184 0.02
C -1.57145 1.12781 -0.55221 -0.35
C -0.02543 0.97495 -0.63867 -0.54
O 0.38815 -0.35438 -0.86263 -0.08
C 0.51955 -1.05590 0.32823 0.08
N -1.99518 2.21583 0.30590 -0.06
H -3.44147 1.49449 -1.85141 0.00
H -1.97347 0.54699 -2.57410 0.01
H -2.05493 2.24308 -2.30317 0.02
H -2.04803 0.27045 -0.07692 0.02
H 0.52722 1.49656 0.14274 0.40
H 0.25822 1.60730 -1.47996 0.05
H 1.24412 -0.71411 1.06734 0.18
H 0.71055 -2.06869 -0.02654 0.02
H -0.40626 -1.17128 0.89185 -0.04
H -1.60929 2.23263 1.23912 0.06
H -1.69812 3.09605 -0.09042 0.08
C -6.86181 -2.27718 -0.46601 0.01
C -6.60503 -0.73764 -0.22019 0.01
C -6.17639 0.10102 -1.45152 -0.01
O -7.21036 0.06080 -2.34569 -0.01
C -6.90464 0.81416 -3.57219 0.01
N -7.77544 -0.06775 0.41390 0.00
H -7.37504 -2.78491 0.35064 -0.01
H -5.92936 -2.83797 -0.53041 0.00
H -7.39643 -2.38256 -1.41003 0.00
H -5.73133 -0.68970 0.42977 -0.01
H -5.24543 -0.31715 -1.83433 0.02
H -5.95093 1.11379 -1.11754 0.02
H -6.88856 1.90339 -3.53447 0.00
H -7.61192 0.69331 -4.39271 0.00
H -5.97608 0.41366 -3.97898 0.01
H -8.32389 -0.73357 0.93925 0.00
H -8.41205 0.26652 -0.29539 0.00
C -4.00168 1.42376 4.79887 -0.05
C -3.10798 1.81917 3.59537 -0.22
C -1.60844 1.64983 3.93978 0.45
O -0.80618 2.12351 2.88270 -1.06
C 0.58050 2.00744 3.22132 0.30
N -3.45945 1.01319 2.42603 -0.05
H -3.61311 0.54105 5.30673 0.00
H -5.04968 1.34384 4.51007 0.00
H -3.94991 2.20080 5.56152 0.00
H -3.26590 2.86224 3.32120 0.08
H -1.41490 0.58421 4.06266 0.07
H -1.49988 2.13047 4.91205 0.15
H 0.72541 1.02627 3.67344 0.39
H 0.82274 2.71763 4.01192 -0.56
H 1.21370 2.21185 2.35797 0.61
H -2.91283 1.30737 1.62930 0.05
H -4.37674 1.38833 2.23120 0.02
```

Calculated values
- net charge = -1
- ⟨S²⟩ = 0.75
- LUMO (spin up / spin down) (eV) = 2.42 / 2.37
- spin multiplicity = 2

It turns out (ii) is the most stable, with the second structure 128.5 kJ/mol higher.

(i)
The following is a quantum chemistry calculation of 2 unconnected molecules or ions with the total composition CH3IO3P, from the Open Molecules 2025 dataset.

The geometry in XYZ format:
```
9
Properties=species:S:1:pos:R:3:mulliken_charge:R:1
C -0.16826 1.39591 0.56047 -0.53
O -3.97440 1.25379 0.19411 -0.53
O -2.25269 -0.59540 0.25926 -0.46
O -1.44784 1.86771 0.58004 -0.23
P -2.60818 0.78385 0.06144 0.99
I 4.41271 0.19751 0.04425 -0.98
H 0.07099 1.22680 1.65427 0.23
H 0.57237 2.04734 -0.06782 0.24
H 0.06177 0.40862 -0.03581 0.28
```

Calculated values
- net charge = -1
- LUMO (eV) = 0.56
- spin multiplicity = 1

(ii)
The following is a quantum chemistry calculation of a molecular structure, CH3IO3P, from the Open Molecules 2025 dataset.

The geometry in XYZ format:
```
9
Properties=species:S:1:pos:R:3:mulliken_charge:R:1
C -1.39845 0.13788 0.49214 -0.54
O 0.93980 -0.86566 -1.88661 -0.58
O 1.74377 -1.23427 0.55969 -0.55
O -0.25859 0.90668 0.28650 -0.54
P 1.32659 -0.46339 -0.54645 0.83
I 2.69588 1.66513 -0.49922 -0.22
H -2.22781 0.80744 0.50086 0.23
H -1.21943 -0.40035 1.49623 0.18
H -1.60176 -0.55346 -0.40315 0.20
```

Calculated values
- net charge = -1
- LUMO (eV) = 3.05
- spin multiplicity = 1

It turns out (ii) is the most stable, with the second structure 10.0 kJ/mol higher.

(i)
The following is a quantum chemistry calculation of 2 unconnected molecules or ions with the total composition CH5NOP2, from the Open Molecules 2025 dataset.

The geometry in XYZ format:
```
10
Properties=species:S:1:pos:R:3:mulliken_charge:R:1
C 0.47378 2.14620 0.17546 0.57
N 1.32238 2.39954 0.94646 -0.32
O -0.34869 1.92983 -0.64841 -0.49
P -0.85446 -1.64956 -0.23052 0.00
P 1.01206 -1.37687 -0.89232 -0.09
H 1.85263 2.23236 1.73824 0.26
H -1.48747 -0.90351 0.69308 0.07
H -1.86594 -1.76788 -1.17516 0.07
H -0.79771 -2.99143 0.19428 0.07
H 0.69343 -0.01868 -0.80109 -0.15
```

Calculated values
- net charge = 0
- LUMO (eV) = 0.70
- SMILES string = P=[PH3].N=C=O
- spin multiplicity = 1

(ii)
The following is a quantum chemistry calculation of a single CH5NOP2 molecule, from the Open Molecules 2025 dataset.

The geometry in XYZ format:
```
10
Properties=species:S:1:pos:R:3:mulliken_charge:R:1
C 0.50943 -0.55252 -1.27113 -0.08
N -0.41616 1.41225 1.30809 -0.57
O -0.63556 0.18064 -1.08102 -0.35
P -1.15158 0.33997 0.53086 0.32
P 1.84383 -0.47116 -0.14475 -0.08
H 0.48336 -1.19539 -2.22141 0.30
H 0.08557 1.25839 2.17577 0.28
H -2.36105 0.60827 0.14555 0.02
H -1.34589 -0.86542 1.04681 0.13
H 2.89563 -1.19351 -0.81352 0.03
```

Calculated values
- net charge = 0
- LUMO (eV) = 0.13
- SMILES string = [H]/P=C/O[PH2]=N
- spin multiplicity = 1

It turns out (i) is the most stable, with the second structure 11.2 kJ/mol higher.

(i)
The following is a quantum chemistry calculation of 2 unconnected molecules or ions with the total composition H3O2SSi, from the Open Molecules 2025 dataset.

The geometry in XYZ format:
```
7
Properties=species:S:1:pos:R:3:mulliken_charge:R:1
O 1.48696 -1.25350 -0.27658 -0.57
O 3.53195 0.92204 0.75548 -0.47
Si 0.26042 -0.31992 -0.00550 0.35
S 3.62664 -0.22109 -0.19021 0.20
H -0.14799 -0.29201 1.39698 -0.16
H 0.28699 0.80519 -1.02566 -0.14
H -0.83511 -0.97732 -0.64871 -0.21
```

Calculated values
- net charge = -1
- LUMO (spin up / spin down) (eV) = 3.65 / 3.66
- spin multiplicity = 1

(ii)
The following is a quantum chemistry calculation of 2 unconnected molecules or ions with the total composition H3O2SSi, from the Open Molecules 2025 dataset.

The geometry in XYZ format:
```
7
Properties=species:S:1:pos:R:3:mulliken_charge:R:1
O 2.22463 0.89190 0.87177 -0.49
O -1.98620 0.78611 1.03716 -0.64
Si 1.37312 0.09770 -0.08928 0.41
S -1.70748 0.23713 -0.41334 -0.18
H -2.29318 -1.09665 -0.41842 0.06
H 1.44892 0.29913 -1.60597 -0.09
H 0.94019 -1.21532 0.61808 -0.07
```

Calculated values
- net charge = -1
- LUMO (eV) = 3.84
- spin multiplicity = 1

It turns out (ii) is the most stable, with the second structure 24.4 kJ/mol higher.